--- i ---
# C56H154N14O14

A cluster of 14 separate species, C56H154N14O14 in total (ωB97M-V with the def2-TZVPD basis set, the Open Molecules 2025 dataset).

Each line ends with the Löwdin charge.
Element x y z (Å)
C (-6.01679, -4.52221, -1.85860)  -0.06
C (-5.25383, -4.62659, -0.53532)  -0.43
C (-4.62361, -3.37083, -0.02550)  -0.16
O (-3.87310, -2.76922, -1.13005)  -0.22
C (-2.56366, -3.26272, -1.27615)  -0.12
N (-6.26524, -5.29959, 0.34062)  0.04
H (-5.34505, -4.01489, -2.55104)  0.05
H (-6.92777, -3.92408, -1.83744)  0.08
H (-6.39646, -5.50927, -2.12256)  0.09
H (-4.44845, -5.32959, -0.74802)  0.13
H (-4.16081, -3.51233, 0.95118)  0.12
H (-5.33303, -2.58779, 0.24220)  0.12
H (-1.87468, -2.69917, -1.90530)  0.08
H (-2.50020, -4.30320, -1.59470)  0.09
H (-1.98238, -3.17570, -0.35820)  0.07
H (-5.97322, -5.24313, 1.30583)  0.06
H (-7.02422, -4.64776, 0.20226)  0.06
C (-0.15198, -6.57622, -6.81170)  -0.07
C (-0.50937, -5.20688, -6.27769)  -0.45
C (-0.28250, -5.01727, -4.77770)  -0.16
O (1.09290, -4.59932, -4.50725)  -0.20
C (1.47982, -4.89219, -3.16073)  -0.11
N (0.17422, -4.22820, -7.07428)  0.05
H (-0.76792, -7.33622, -6.33095)  0.08
H (0.87680, -6.82182, -6.54830)  0.08
H (-0.18988, -6.66346, -7.89753)  0.08
H (-1.59352, -5.15723, -6.37890)  0.13
H (-0.65199, -5.75503, -4.06547)  0.12
H (-0.93730, -4.25771, -4.35061)  0.10
H (2.52946, -4.72308, -2.92038)  0.07
H (1.31144, -5.91159, -2.81349)  0.09
H (1.04562, -4.19612, -2.44306)  0.08
H (1.06792, -4.11385, -6.61785)  0.06
H (0.38539, -4.49091, -8.02638)  0.07
C (4.92446, 1.57974, -3.52731)  -0.05
C (4.43645, 2.44541, -4.77082)  -0.32
C (5.58861, 2.99685, -5.61751)  -0.20
O (6.38075, 3.90297, -4.84794)  -0.18
C (7.32206, 4.66297, -5.57467)  -0.13
N (3.75923, 1.35333, -5.59412)  0.03
H (5.65488, 0.86726, -3.91065)  0.05
H (4.13129, 1.05128, -2.99842)  0.07
H (5.61843, 2.15543, -2.91487)  0.07
H (3.65294, 3.18548, -4.60800)  0.12
H (5.26874, 3.43351, -6.56361)  0.12
H (6.15230, 2.10304, -5.88486)  0.12
H (8.11885, 4.03512, -5.97344)  0.08
H (7.89704, 5.43124, -5.05769)  0.09
H (6.95545, 5.04163, -6.52877)  0.08
H (3.04076, 0.92466, -5.02831)  0.02
H (4.27154, 0.49396, -5.73232)  0.05
C (-3.11676, -1.69964, 3.44723)  -0.08
C (-2.54514, -0.60832, 4.24793)  -0.41
C (-1.20648, -0.99657, 5.00795)  -0.16
O (-1.22796, -2.34527, 5.40790)  -0.17
C (0.05350, -2.85271, 5.60767)  -0.11
N (-2.28448, 0.49002, 3.36264)  0.06
H (-3.18084, -2.53457, 4.14500)  0.08
H (-2.49008, -1.99391, 2.60533)  0.07
H (-4.15846, -1.53896, 3.16953)  0.09
H (-3.35651, -0.30191, 4.90816)  0.13
H (-1.17499, -0.34447, 5.88081)  0.11
H (-0.31322, -0.65764, 4.48325)  0.10
H (0.08734, -3.60394, 6.39673)  0.09
H (0.84745, -2.13729, 5.82197)  0.07
H (0.31015, -3.37580, 4.68647)  0.08
H (-2.61502, 0.37164, 2.41563)  0.05
H (-1.28744, 0.58631, 3.23327)  0.05
C (-0.41809, 2.21400, -3.29511)  -0.03
C (0.30562, 2.27134, -4.69919)  -0.41
C (0.68518, 0.92984, -5.30348)  -0.24
O (1.34076, 0.11197, -4.39507)  -0.19
C (1.07602, -1.21736, -4.80342)  -0.09
N (-0.56857, 3.00979, -5.54631)  0.01
H (-1.30759, 1.61031, -3.47521)  0.05
H (-0.80946, 3.13526, -2.86361)  0.07
H (0.17805, 1.78108, -2.49180)  0.07
H (1.04151, 3.05918, -4.53833)  0.12
H (1.12791, 0.94598, -6.29939)  0.13
H (-0.30960, 0.55528, -5.54478)  0.11
H (1.68830, -1.92770, -4.24788)  0.08
H (1.13591, -1.38448, -5.87886)  0.09
H (0.04571, -1.53858, -4.65054)  0.08
H (-0.22343, 3.31505, -6.44508)  0.08
H (-0.94334, 3.86949, -5.17139)  0.08
C (2.11612, 0.33921, 0.87744)  -0.07
C (1.32032, -0.79717, 1.32568)  -0.49
C (-0.09473, -0.97143, 0.75285)  -0.17
O (-0.78966, 0.28699, 0.73251)  -0.21
C (-1.90693, 0.21853, -0.16217)  -0.09
N (2.11581, -1.95934, 1.11495)  0.04
H (2.54339, 0.26085, -0.12225)  0.09
H (3.01857, 0.46850, 1.47490)  0.08
H (1.60777, 1.29717, 0.98706)  0.08
H (1.28425, -0.73533, 2.41332)  0.12
H (-0.63394, -1.72052, 1.33270)  0.10
H (-0.05259, -1.35783, -0.26550)  0.12
H (-2.53357, 1.10791, -0.09554)  0.06
H (-2.55738, -0.65528, -0.12372)  0.07
H (-1.47432, 0.31702, -1.15778)  0.08
H (2.95125, -1.89486, 1.67886)  0.08
H (1.55842, -2.71547, 1.48600)  0.07
C (5.31840, -3.12967, -2.52073)  -0.06
C (6.28503, -2.19247, -3.21822)  -0.44
C (7.74513, -2.56597, -3.22868)  -0.20
O (8.20308, -2.62272, -1.88150)  -0.17
C (8.77137, -1.39169, -1.47652)  -0.12
N (5.83412, -1.65153, -4.49596)  0.05
H (4.26831, -2.83843, -2.54494)  0.07
H (5.49526, -3.14169, -1.44524)  0.07
H (5.56254, -4.17233, -2.72403)  0.08
H (6.27607, -1.36479, -2.50901)  0.12
H (8.37596, -2.01162, -3.92355)  0.12
H (7.86447, -3.57809, -3.61529)  0.12
H (9.41262, -1.52401, -0.60509)  0.08
H (8.07942, -0.58430, -1.23685)  0.08
H (9.48722, -0.99365, -2.19569)  0.08
H (5.09255, -0.97982, -4.35815)  0.03
H (5.55249, -2.43445, -5.06853)  0.08
C (5.26424, 4.56453, 3.12572)  -0.05
C (4.98993, 5.04185, 4.55540)  -0.45
C (4.77620, 6.59386, 4.64554)  -0.18
O (6.04308, 7.14984, 4.90903)  -0.20
C (6.12539, 8.53433, 4.87224)  -0.11
N (3.81645, 4.41090, 5.01252)  0.03
H (5.30040, 3.47588, 3.08524)  0.07
H (6.18801, 4.96635, 2.70944)  0.08
H (4.46063, 4.75085, 2.41326)  0.05
H (5.84573, 4.90240, 5.21589)  0.14
H (4.14048, 6.71060, 5.52323)  0.12
H (4.24286, 6.91305, 3.75014)  0.11
H (7.09375, 8.97092, 5.11672)  0.09
H (5.51065, 8.73823, 5.74895)  0.09
H (5.74545, 8.88659, 3.91327)  0.09
H (3.95555, 3.42225, 4.85977)  0.06
H (3.88117, 4.55566, 6.01000)  0.08
C (-4.91366, 3.23649, 2.79795)  -0.09
C (-5.05052, 3.72061, 4.20807)  -0.42
C (-6.50228, 3.82995, 4.82964)  -0.15
O (-7.35220, 4.60833, 4.02771)  -0.22
C (-8.56306, 4.96834, 4.50733)  -0.14
N (-4.34496, 2.66706, 4.84092)  0.03
H (-5.47903, 2.31383, 2.66701)  0.09
H (-3.90693, 3.18143, 2.38375)  0.06
H (-5.28909, 4.01846, 2.13788)  0.08
H (-4.40744, 4.60005, 4.24188)  0.14
H (-6.37614, 4.22210, 5.83880)  0.12
H (-7.05329, 2.88979, 4.85386)  0.12
H (-8.57524, 5.06910, 5.59259)  0.09
H (-9.16099, 4.12274, 4.16742)  0.09
H (-8.89741, 5.85745, 3.97276)  0.09
H (-3.74029, 3.11160, 5.51683)  0.04
H (-3.72911, 2.32361, 4.11783)  0.02
C (2.65748, 6.59906, 0.91623)  -0.07
C (1.25601, 6.50661, 0.33318)  -0.41
C (0.45715, 5.31598, 0.93116)  -0.13
O (-0.67897, 4.87302, 0.00050)  -0.22
C (-1.55811, 3.87323, 0.57037)  -0.10
N (0.28024, 7.58536, 0.62337)  0.02
H (3.29516, 5.78640, 0.56828)  0.07
H (2.66554, 6.57867, 2.00601)  0.06
H (3.15682, 7.56150, 0.80458)  0.08
H (1.35314, 6.48639, -0.75230)  0.13
H (-0.00534, 5.60837, 1.87387)  0.12
H (1.11367, 4.46987, 1.13410)  0.11
H (-1.08564, 2.89211, 0.61799)  0.07
H (-2.36681, 3.76905, -0.15300)  0.07
H (-2.06644, 4.22107, 1.46966)  0.07
H (-0.58952, 7.11120, 0.42644)  0.06
H (0.51152, 8.41477, 0.09545)  0.07
C (-1.25006, 4.23051, 5.63763)  -0.06
C (-0.65050, 2.99156, 6.33853)  -0.43
C (0.68026, 2.44493, 5.74546)  -0.17
O (1.00531, 1.19968, 6.33305)  -0.20
C (2.20567, 0.59000, 5.91092)  -0.11
N (-0.57111, 3.22965, 7.74886)  0.04
H (-2.22250, 4.41612, 6.09370)  0.06
H (-1.43575, 4.14433, 4.56703)  0.07
H (-0.57960, 5.08959, 5.61370)  0.08
H (-1.43470, 2.25606, 6.15923)  0.11
H (1.54674, 3.09598, 5.86140)  0.10
H (0.59644, 2.28325, 4.67078)  0.12
H (2.94834, 1.35872, 5.69739)  0.07
H (2.14787, -0.03436, 5.01932)  0.07
H (2.58545, -0.09404, 6.66984)  0.09
H (-0.27039, 2.44222, 8.30529)  0.07
H (-1.51635, 3.42116, 8.04878)  0.07
C (-3.40598, -0.14468, -4.56486)  -0.07
C (-4.54970, -1.06370, -4.83986)  -0.43
C (-4.11127, -2.32708, -5.64148)  -0.13
O (-3.70976, -2.08906, -7.05147)  -0.19
C (-4.69815, -2.15090, -8.08835)  -0.12
N (-5.13814, -1.40146, -3.56226)  0.06
H (-2.53594, -0.60410, -4.09576)  0.07
H (-3.67189, 0.68543, -3.91041)  0.06
H (-2.92320, 0.24164, -5.46251)  0.08
H (-5.29122, -0.48143, -5.38687)  0.14
H (-4.82915, -3.14686, -5.61466)  0.11
H (-3.22881, -2.81647, -5.22937)  0.11
H (-4.16024, -1.93895, -9.01237)  0.08
H (-5.41241, -1.32760, -8.09916)  0.07
H (-5.39825, -2.97916, -8.19768)  0.08
H (-4.50818, -1.93906, -2.98414)  0.04
H (-5.93252, -2.00445, -3.72185)  0.07
C (-5.18011, 1.95465, -1.70010)  -0.07
C (-5.95108, 1.65864, -0.44274)  -0.43
C (-7.37167, 1.33563, -0.90655)  -0.21
O (-8.20745, 1.25649, 0.21455)  -0.17
C (-8.55461, 2.40059, 0.99571)  -0.10
N (-5.31998, 0.51648, 0.15123)  0.06
H (-4.95030, 1.09555, -2.33037)  0.05
H (-4.18971, 2.29408, -1.39680)  0.06
H (-5.55364, 2.74801, -2.34751)  0.08
H (-5.95635, 2.46855, 0.28672)  0.12
H (-7.52593, 0.40788, -1.45753)  0.13
H (-7.58986, 2.04596, -1.70401)  0.11
H (-8.17726, 2.44093, 2.01751)  0.07
H (-9.64025, 2.44430, 1.08274)  0.08
H (-8.25117, 3.38115, 0.62892)  0.09
H (-5.33302, -0.33234, -0.39597)  0.06
H (-5.91918, 0.28503, 0.93064)  0.07
C (2.44296, -7.49437, 3.27569)  -0.08
C (3.12796, -8.75623, 3.78918)  -0.42
C (4.66738, -8.78727, 3.58177)  -0.14
O (5.21324, -9.92893, 4.35773)  -0.23
C (6.62281, -9.90884, 4.41698)  -0.12
N (2.96867, -8.55391, 5.21149)  0.01
H (2.57913, -7.28654, 2.21439)  0.07
H (2.72385, -6.58833, 3.81261)  0.08
H (1.35631, -7.48860, 3.36092)  0.07
H (2.69770, -9.72910, 3.55148)  0.14
H (5.14572, -7.87600, 3.94075)  0.12
H (5.05350, -8.98551, 2.58191)  0.12
H (6.95332, -10.37705, 5.34415)  0.08
H (7.13349, -8.94606, 4.39836)  0.08
H (6.84198, -10.55247, 3.56505)  0.09
H (2.00549, -8.80712, 5.37964)  0.08
H (3.45038, -9.32226, 5.65613)  0.06

## Properties
Net charge: 0
LUMO energy, eV: 0.088
Kohn-Sham gap, Eh: 0.32022
M, g/mol: 1247.932
2S+1: 1

--- ii ---
# C56H154N14O14

A cluster of 14 separate species, C56H154N14O14 in total (ωB97M-V with the def2-TZVPD basis set, the Open Molecules 2025 dataset).

Each line ends with the Löwdin charge.
Element x y z (Å)
C (0.48319, 2.51827, -4.16975)  -0.05
C (-0.38347, 2.29334, -5.41539)  -0.42
C (0.24336, 2.80603, -6.70338)  -0.20
O (-0.63570, 2.61352, -7.80227)  -0.19
C (-1.59956, 3.62789, -7.99594)  -0.11
N (-0.50343, 0.84450, -5.58415)  0.06
H (-0.00900, 2.01529, -3.33799)  0.04
H (0.72595, 3.54087, -3.88940)  0.07
H (1.39212, 1.91631, -4.24672)  0.08
H (-1.35801, 2.77651, -5.27063)  0.13
H (1.12102, 2.18650, -6.89485)  0.13
H (0.56060, 3.84861, -6.61479)  0.12
H (-1.33978, 4.64021, -7.68111)  0.09
H (-2.56452, 3.35339, -7.55942)  0.07
H (-1.76352, 3.65437, -9.07531)  0.09
H (-0.88788, 0.69224, -6.51774)  0.08
H (-1.27386, 0.42789, -5.06240)  0.05
C (5.09587, 4.02730, -4.11182)  -0.06
C (5.07450, 5.52167, -3.91916)  -0.44
C (6.09227, 5.89373, -2.80052)  -0.19
O (5.74987, 5.34630, -1.53241)  -0.19
C (4.55657, 5.85228, -0.99723)  -0.12
N (5.45677, 6.24272, -5.13664)  0.04
H (4.34106, 3.72292, -4.84458)  0.08
H (4.81741, 3.48650, -3.20726)  0.06
H (6.02575, 3.64306, -4.53525)  0.07
H (4.07128, 5.84398, -3.63160)  0.13
H (6.18644, 6.96783, -2.61878)  0.12
H (6.99192, 5.44983, -3.23261)  0.12
H (4.53430, 6.95035, -0.97429)  0.10
H (4.52745, 5.48230, 0.02586)  0.08
H (3.68032, 5.51784, -1.56406)  0.06
H (5.11977, 7.19291, -5.19079)  0.07
H (6.47257, 6.28371, -5.12528)  0.07
C (3.17798, -4.56251, -2.62341)  -0.05
C (2.85721, -4.93294, -1.17701)  -0.44
C (2.28687, -6.35367, -1.10518)  -0.16
O (0.86283, -6.37755, -1.04125)  -0.27
C (0.32391, -7.68590, -1.10103)  -0.09
N (3.99185, -4.67311, -0.33839)  0.07
H (2.31846, -4.78195, -3.25480)  0.08
H (4.04835, -5.13797, -2.95297)  0.08
H (3.48155, -3.51389, -2.65286)  0.06
H (2.02675, -4.24412, -0.94414)  0.11
H (2.59857, -6.84254, -0.16704)  0.12
H (2.51022, -6.97864, -1.97974)  0.12
H (0.45447, -8.08223, -0.08722)  0.09
H (0.84160, -8.30075, -1.84291)  0.09
H (-0.72724, -7.61198, -1.37391)  0.08
H (4.52240, -3.85247, -0.60349)  0.02
H (3.75769, -4.65979, 0.65074)  0.04
C (3.52396, 2.96688, 1.63824)  -0.04
C (3.53619, 1.56601, 2.27905)  -0.41
C (4.91567, 1.04866, 2.62312)  -0.20
O (5.68520, 2.09512, 3.20639)  -0.18
C (6.93008, 1.59286, 3.62279)  -0.12
N (2.58202, 1.42673, 3.37362)  0.06
H (2.54005, 3.42745, 1.56307)  0.05
H (4.07151, 3.02110, 0.70133)  0.07
H (3.90975, 3.69363, 2.36283)  0.09
H (3.13175, 0.89607, 1.51228)  0.10
H (5.46336, 0.77873, 1.71075)  0.11
H (4.87329, 0.16604, 3.26642)  0.11
H (6.86107, 0.71675, 4.26930)  0.09
H (7.63698, 2.33047, 4.00343)  0.09
H (7.51371, 1.29133, 2.73537)  0.09
H (1.73737, 1.97485, 3.25498)  0.07
H (2.92624, 1.75611, 4.27130)  0.08
C (1.02340, -4.62590, 2.18542)  -0.06
C (1.92990, -4.89671, 3.35764)  -0.37
C (3.46350, -4.64513, 3.16126)  -0.16
O (3.70350, -3.59777, 2.23806)  -0.23
C (3.47702, -2.30918, 2.72545)  -0.11
N (1.48775, -4.15294, 4.54944)  0.03
H (1.58069, -4.02715, 1.45573)  0.07
H (0.11610, -4.05249, 2.33611)  0.05
H (0.73487, -5.54352, 1.67313)  0.07
H (1.80767, -5.93369, 3.68536)  0.13
H (4.02235, -5.48394, 2.72928)  0.12
H (3.93541, -4.48039, 4.13524)  0.12
H (3.72096, -1.55413, 1.97379)  0.08
H (3.94079, -2.00537, 3.66995)  0.09
H (2.41457, -2.07075, 2.88481)  0.08
H (1.92462, -4.55123, 5.37087)  0.08
H (1.65573, -3.15753, 4.59515)  0.07
C (-0.55863, 5.15772, -1.74981)  -0.05
C (0.43962, 5.04871, -0.61196)  -0.42
C (0.65024, 6.33505, 0.15582)  -0.17
O (1.91084, 6.30785, 0.88617)  -0.20
C (1.83152, 7.30121, 1.88810)  -0.13
N (0.09139, 3.93258, 0.28834)  0.06
H (-0.82812, 4.20053, -2.18810)  0.06
H (-0.00155, 5.73242, -2.49673)  0.08
H (-1.47799, 5.67601, -1.47112)  0.08
H (1.39027, 4.91783, -1.15167)  0.12
H (-0.20064, 6.62044, 0.77679)  0.13
H (0.89533, 7.14083, -0.54525)  0.13
H (1.20480, 7.15682, 2.77448)  0.09
H (1.45721, 8.25208, 1.48872)  0.08
H (2.84286, 7.49253, 2.24617)  0.09
H (0.44991, 3.06930, -0.14558)  0.05
H (0.74723, 4.00755, 1.06504)  0.06
C (-0.23926, -1.01815, 0.35791)  -0.04
C (-0.02894, 0.36406, -0.28135)  -0.36
C (1.37084, 0.48704, -0.88240)  -0.17
O (1.64848, 1.88224, -1.13072)  -0.23
C (2.90847, 2.10813, -1.77718)  -0.09
N (-1.14741, 0.60396, -1.25657)  0.05
H (-0.07293, -1.12568, 1.43521)  0.07
H (0.35073, -1.82169, -0.08501)  0.06
H (-1.27666, -1.36189, 0.32369)  0.07
H (-0.20709, 1.15658, 0.44673)  0.12
H (1.67561, -0.24435, -1.63943)  0.13
H (2.07815, 0.18727, -0.09325)  0.10
H (3.68214, 1.87043, -1.04102)  0.07
H (3.05071, 3.15693, -2.02930)  0.07
H (3.00528, 1.45497, -2.64478)  0.08
H (-0.78612, 1.34886, -1.85451)  0.04
H (-1.08546, -0.17706, -1.91660)  0.06
C (-5.72969, 1.39788, -2.03188)  -0.06
C (-4.96275, 0.56098, -3.07302)  -0.42
C (-4.10250, 1.43779, -3.97434)  -0.19
O (-3.67219, 0.68064, -5.10544)  -0.22
C (-4.61768, 0.73945, -6.16761)  -0.09
N (-4.20121, -0.43871, -2.29934)  0.06
H (-5.09359, 1.80672, -1.23984)  0.05
H (-6.50312, 0.75710, -1.61542)  0.07
H (-6.10487, 2.33796, -2.44829)  0.08
H (-5.77467, 0.08095, -3.62254)  0.13
H (-3.23901, 1.75099, -3.38455)  0.12
H (-4.70916, 2.26536, -4.35488)  0.12
H (-5.61745, 0.61387, -5.74941)  0.08
H (-4.46433, -0.06921, -6.88021)  0.09
H (-4.50116, 1.67641, -6.71606)  0.08
H (-3.45403, 0.02433, -1.78764)  0.04
H (-3.73936, -1.01676, -3.00018)  0.06
C (-2.11061, -5.81638, 3.46686)  -0.03
C (-2.51274, -4.59411, 4.28033)  -0.41
C (-2.47254, -4.81509, 5.80509)  -0.19
O (-3.20005, -5.95818, 6.23782)  -0.19
C (-4.59118, -5.86089, 6.10028)  -0.12
N (-1.71307, -3.39031, 4.05281)  0.03
H (-2.59787, -6.67747, 3.93465)  0.08
H (-1.05474, -6.08450, 3.46577)  0.07
H (-2.49243, -5.68272, 2.45389)  0.07
H (-3.55094, -4.30117, 4.10614)  0.12
H (-2.84504, -3.93672, 6.34200)  0.12
H (-1.46048, -5.01062, 6.16548)  0.13
H (-4.96095, -5.39569, 7.02551)  0.09
H (-5.13135, -6.80035, 5.97659)  0.09
H (-4.95120, -5.23639, 5.27591)  0.08
H (-1.64474, -3.12906, 3.07348)  0.07
H (-0.74735, -3.59040, 4.31339)  0.04
C (-3.07627, -4.78433, -1.40210)  -0.05
C (-1.63661, -4.49311, -1.77333)  -0.43
C (-1.50447, -3.32217, -2.74233)  -0.21
O (-0.18633, -3.19719, -3.26929)  -0.19
C (-0.12163, -2.15125, -4.20773)  -0.12
N (-0.86263, -4.21600, -0.55432)  0.07
H (-3.61292, -5.22734, -2.24517)  0.08
H (-3.62962, -3.88880, -1.11300)  0.07
H (-3.11173, -5.48024, -0.56393)  0.07
H (-1.08520, -5.27860, -2.30808)  0.13
H (-2.02858, -2.44464, -2.34288)  0.11
H (-2.08197, -3.60650, -3.63358)  0.13
H (-0.77257, -2.36619, -5.06303)  0.09
H (0.88656, -2.16087, -4.62826)  0.09
H (-0.26227, -1.18095, -3.72686)  0.06
H (-0.53015, -5.07201, -0.13387)  0.04
H (0.00517, -3.82632, -0.91764)  0.03
C (-3.04778, 2.25502, 2.18099)  -0.04
C (-3.40697, 3.16026, 0.97793)  -0.43
C (-3.21717, 4.61669, 1.25841)  -0.17
O (-4.20795, 5.05895, 2.21598)  -0.20
C (-5.52817, 5.04152, 1.76372)  -0.14
N (-2.64668, 2.80102, -0.22777)  0.05
H (-3.26122, 1.20525, 1.99011)  0.06
H (-3.57826, 2.66485, 3.04290)  0.08
H (-1.97456, 2.33949, 2.37753)  0.07
H (-4.43285, 2.84177, 0.77207)  0.10
H (-3.37273, 5.29708, 0.41366)  0.12
H (-2.21612, 4.81258, 1.64233)  0.12
H (-5.65227, 5.49867, 0.77089)  0.09
H (-6.12748, 5.69375, 2.39999)  0.09
H (-5.96856, 4.04278, 1.71923)  0.08
H (-1.69408, 3.16822, -0.18804)  0.01
H (-2.42472, 1.80580, -0.19293)  0.02
C (-0.74750, 0.30681, 4.84676)  -0.07
C (-1.74794, -0.13073, 5.92751)  -0.41
C (-3.15921, -0.21787, 5.31032)  -0.21
O (-4.02901, -0.39706, 6.42053)  -0.19
C (-5.39501, -0.45072, 6.03741)  -0.11
N (-1.35725, -1.45848, 6.39742)  0.04
H (-0.61491, -0.43057, 4.04877)  0.06
H (0.22783, 0.44903, 5.30938)  0.07
H (-1.09617, 1.18387, 4.29880)  0.05
H (-1.82814, 0.57962, 6.75112)  0.14
H (-3.13209, -1.06975, 4.62768)  0.11
H (-3.30345, 0.74072, 4.80152)  0.11
H (-5.75492, 0.52457, 5.69405)  0.08
H (-5.96974, -0.72675, 6.92015)  0.09
H (-5.48042, -1.19808, 5.24350)  0.08
H (-1.47393, -2.09725, 5.60765)  0.01
H (-1.92831, -1.74890, 7.17857)  0.06
C (5.03991, -0.75844, -1.34604)  -0.06
C (6.04863, -1.62317, -2.06920)  -0.43
C (7.30243, -0.82233, -2.47369)  -0.23
O (6.99111, 0.38859, -3.10477)  -0.20
C (8.14032, 1.18766, -3.43271)  -0.06
N (6.30072, -2.82886, -1.27111)  0.04
H (5.36222, -0.20746, -0.45867)  0.07
H (4.17093, -1.34564, -1.03389)  0.07
H (4.65975, -0.01270, -2.04748)  0.06
H (5.56313, -2.02118, -2.96571)  0.14
H (7.85638, -1.44517, -3.18873)  0.12
H (7.90155, -0.70686, -1.56105)  0.13
H (7.79093, 2.02073, -4.03063)  0.07
H (8.78134, 0.47727, -3.96157)  0.09
H (8.61700, 1.52857, -2.51150)  0.09
H (7.05715, -3.31007, -1.76636)  0.09
H (6.80011, -2.53927, -0.42519)  0.09
C (-8.25780, -1.62868, 3.34205)  -0.07
C (-7.92008, -0.63238, 2.27031)  -0.45
C (-6.41668, -0.32237, 2.28899)  -0.21
O (-5.58723, -1.47051, 2.29410)  -0.19
C (-4.76059, -1.58681, 1.14421)  -0.10
N (-8.45684, -1.01381, 0.96772)  0.05
H (-9.33694, -1.78502, 3.34739)  0.08
H (-7.95614, -1.20738, 4.30588)  0.07
H (-7.66483, -2.53619, 3.21720)  0.08
H (-8.34854, 0.30671, 2.64603)  0.13
H (-6.28236, 0.16587, 3.26247)  0.10
H (-6.12507, 0.49665, 1.62453)  0.12
H (-4.00591, -0.78886, 1.16729)  0.06
H (-5.27344, -1.54121, 0.18436)  0.07
H (-4.14929, -2.46934, 1.34070)  0.08
H (-7.85779, -1.52497, 0.32911)  0.06
H (-9.18400, -1.70574, 1.12841)  0.06

## Properties
Net charge: 0
LUMO energy, eV: 0.501
Kohn-Sham gap, Eh: 0.31753
M, g/mol: 1247.932
2S+1: 1

Question: which arrangement is favored energetically? Ranking from most to least stable: ii, i.